Record 1
The following is a DFT calculation (wB97M-V/def2-TZVPD) of a molecular structure, C37H33BrN4O6PSc.

Element x y z (Å)
Sc -0.550522 0.198806 0.452587
C 1.045033 3.620041 3.150806
C 0.385883 2.419867 2.555104
N 0.555875 2.008563 1.358056
N 1.440530 2.667380 0.541669
C 1.310471 2.185689 -0.677377
O 0.437215 1.316698 -1.017903
C 2.259756 2.645854 -1.728615
C 2.112767 2.159273 -3.023930
C 2.999830 2.546032 -4.017502
C 4.035326 3.418767 -3.721317
C 4.183686 3.908236 -2.428418
C 3.299885 3.524846 -1.434298
C -0.566789 1.612573 3.350989
C -1.010259 2.021434 4.603030
C -1.927746 1.235151 5.283032
C -2.365205 0.059694 4.702785
C -1.871492 -0.285946 3.453431
N -0.996808 0.466344 2.790490
H 1.801731 3.998422 2.471036
H 0.308136 4.408764 3.323473
H 1.499840 3.380257 4.113423
H 1.297446 1.478667 -3.234419
H 2.882089 2.165465 -5.024233
H 4.728310 3.721431 -4.496203
H 4.993270 4.589458 -2.199901
H 3.403373 3.893764 -0.423163
H -0.654481 2.948429 5.027780
H -2.296648 1.542901 6.252687
H -3.079918 -0.584762 5.194394
H -2.174309 -1.194627 2.947708
O -1.117474 -4.019867 1.205714
C -1.130444 -2.983821 0.556746
O -1.113680 -1.800457 1.075686
C -1.111124 -3.020614 -0.974482
P 0.079607 -1.749746 -1.511568
C -0.150000 -1.477316 -3.282205
C 0.537463 -2.180531 -4.268341
C 0.329668 -1.885091 -5.606707
C -0.571324 -0.891442 -5.966015
C -1.259646 -0.188006 -4.986987
C -1.043662 -0.471246 -3.646484
C 1.721480 -2.485222 -1.314948
C 2.825160 -1.719204 -1.698070
C 4.110697 -2.179433 -1.471111
C 4.311337 -3.401960 -0.839132
C 3.221200 -4.157371 -0.437773
C 1.928488 -3.703630 -0.674825
H -2.082704 -2.657940 -1.323400
H -0.953873 -4.031301 -1.347498
H 1.245403 -2.950554 -3.985683
H 0.869825 -2.429933 -6.370339
H -0.732651 -0.662011 -7.011594
H -1.954269 0.593946 -5.265348
H -1.559028 0.096157 -2.879244
H 2.678066 -0.751437 -2.166925
H 4.955848 -1.577886 -1.781020
H 5.317047 -3.760973 -0.659898
H 3.369998 -5.108939 0.057293
H 1.088385 -4.301967 -0.343432
Br -6.435913 3.072604 3.690325
C -5.967973 1.799585 2.364466
C -6.886080 0.827073 1.999793
C -6.531758 -0.111968 1.042222
C -5.273604 -0.080725 0.461116
C -4.369248 0.903688 0.834763
C -4.712421 1.853556 1.790355
C -2.981788 0.913165 0.281574
O -2.154404 1.775999 0.676856
O -2.590655 -0.027963 -0.467487
H -7.862165 0.805581 2.464458
H -7.242388 -0.876061 0.756201
H -4.975834 -0.816504 -0.272981
H -3.991884 2.607233 2.075224
C 3.361781 -1.358572 2.294263
C 1.883087 -1.369615 2.026452
N 1.141067 -2.245284 2.700031
O 1.393657 -0.568217 1.219483
H 3.784657 -2.351283 2.140074
H 3.554945 -1.058680 3.325173
H 3.830342 -0.653160 1.614299
H 1.577669 -2.934535 3.285274
H 0.152843 -2.325599 2.470453

Atoms 1-6, force components in eV/Å:
0.077 -0.084 0.122
0.000 0.059 0.006
-0.075 -0.088 0.074
0.098 0.180 0.003
-0.040 -0.083 -0.114
0.139 0.084 0.158

- LUMO level: -0.15 eV
- E_HOMO: -7.991 eV
- Spin multiplicity: 1
- Gap between HOMO and LUMO: 7.8 eV

Charges computed using Mulliken, reported in e: -0.757 -1.936 0.810 1.727 -1.590 0.421 -0.579 0.321 -0.236 -0.852 -0.358 -0.697 -0.297 0.596 -1.018 -0.645 -1.009 -0.348 0.811 0.377 0.358 0.408 0.548 0.435 0.388 0.404 0.470 0.524 0.434 0.501 0.516 -0.729 0.160 0.489 -1.233 1.643 0.348 -0.431 -0.721 -0.500 -0.664 -0.458 0.093 -0.338 -0.705 -0.536 -0.734 -0.617 0.517 0.481 0.473 0.417 0.399 0.429 0.324 0.355 0.432 0.371 0.426 0.302 -0.201 -0.210 -0.298 -0.824 -0.319 0.237 -0.227 1.202 -0.598 -0.670 0.417 0.401 0.521 0.611 -1.817 0.489 -0.015 0.172 0.457 0.413 0.282 0.261 -0.003



Record 2
The following is a DFT calculation (wB97M-V/def2-TZVPD) of a gas-phase ion, C4H10ClN3 (charge +2).

Element x y z (Å)
C -0.880069 0.073628 -0.058462
C 2.595824 -0.284374 0.142517
C -2.402986 1.997219 -0.026443
C 0.507148 -1.997795 -0.204884
N 1.335068 0.125845 0.177581
N -1.088456 1.339949 -0.081717
N 0.289908 -0.597179 0.052034
Cl -2.505155 -1.056855 0.091238
H 3.061480 0.553348 -0.348839
H 2.785387 -1.280347 0.071232
H 3.210064 0.069593 1.165917
H -2.743519 2.259190 -1.047617
H -2.477903 2.922847 0.633451
H -3.080874 1.325558 0.309553
H 1.224129 -2.217353 -0.898771
H -0.469720 -2.439813 -0.512660
H 0.831946 -2.603295 0.810370
H -0.192273 1.809830 -0.274504

Atoms 1-6, force components in eV/Å:
-7.024 -1.024 1.168
1.651 1.766 3.306
0.633 3.201 -1.007
-3.343 -3.597 4.094
-3.223 2.535 0.814
1.541 -1.257 -0.457

- LUMO level: -11.67 eV
- E_HOMO: -20.355 eV
- Total charge: +2
- Spin multiplicity: 1
- Gap between HOMO and LUMO: 8.7 eV
- SMILES: C/N=[N+](C)/C(Cl)=[NH+]/C

Charges computed using Mulliken, reported in e: 0.795 -0.771 -0.733 -0.919 -0.527 -0.102 0.567 -0.061 0.411 0.468 0.413 0.369 0.324 0.337 0.471 0.246 0.417 0.294



Record 3
The following is a DFT calculation (wB97M-V/def2-TZVPD) of a molecular structure, C42H47BiBrN4O8SSiTe.

Element x y z (Å)
Bi 1.204263 1.347704 1.298541
O -2.452178 -0.267936 2.744782
C -1.243045 -0.376103 2.649569
O -0.253006 -0.152975 3.335392
C -0.611006 -1.127935 1.086164
O -0.888174 -2.323467 1.214179
O 0.543958 -0.699508 0.649208
Br 5.095271 -1.228674 3.863276
C 5.166513 0.631937 4.312371
C 6.329665 1.135795 4.872483
C 6.331467 2.490681 5.183995
C 5.197737 3.246296 4.937250
C 4.084033 2.631383 4.369162
N 4.088440 1.329121 4.054298
C 2.783215 3.440231 4.125532
O 2.784175 4.590046 4.605725
O 1.910540 2.822809 3.474834
H 7.184197 0.496133 5.044690
H 7.213908 2.943419 5.621650
H 5.121899 4.299460 5.171413
C -0.800214 -5.415743 0.542117
C 0.293940 -4.781542 1.334776
C 0.268909 -4.583281 2.679507
C 1.295725 -3.774555 3.218774
N 2.360137 -3.399851 2.533482
C 2.467605 -3.723595 1.222791
S 3.806157 -3.436913 0.258891
N 1.375471 -4.358644 0.654693
C 1.189619 -3.248993 4.616570
H -1.366711 -6.111310 1.158838
H -0.408296 -5.939502 -0.331581
H -1.473456 -4.622959 0.197866
H -0.571135 -4.912914 3.274049
H 1.402169 -4.422309 -0.350652
H 0.475720 -3.819698 5.210943
H 0.850859 -2.209144 4.548795
H 2.170076 -3.242759 5.092382
C 4.542794 1.272079 0.451843
Si 3.477856 2.024776 -0.902440
C 4.148704 1.400383 -2.545067
C 3.786813 3.876592 -0.892348
O 1.907479 1.661815 -0.716169
H 5.612743 1.382877 0.244110
H 4.329743 0.198780 0.562062
H 4.341355 1.742795 1.424790
H 5.242474 1.508231 -2.559040
H 3.742831 1.979359 -3.383113
H 3.903810 0.342573 -2.706915
H 4.836337 4.108639 -1.114837
H 3.538084 4.301568 0.088715
H 3.157688 4.377456 -1.639017
C -5.755261 -4.731910 -3.152720
C -4.998236 -3.587603 -2.524125
C -4.602501 -2.488048 -3.269204
C -3.855528 -1.444480 -2.716662
C -3.575560 -0.271967 -3.639336
C -3.451631 -1.492110 -1.366167
Te -2.206658 0.148797 -0.279215
N -0.850919 1.778365 0.798569
C -0.834794 3.107801 0.910447
O 0.243901 3.743755 1.053684
C -2.117614 3.902238 0.876053
C -2.055128 5.258017 0.567246
C -3.216204 6.012656 0.477076
C -4.452222 5.416866 0.712527
C -4.514331 4.074455 1.065374
C -3.350169 3.319219 1.150445
C -0.931022 0.280902 -2.000338
C -0.207936 -0.839757 -2.461036
C -0.216264 -2.209518 -1.823255
C 0.601303 -0.702314 -3.587463
C 0.731864 0.495009 -4.269332
C 1.582280 0.600261 -5.512473
C 0.022039 1.584144 -3.799796
C -0.806683 1.502840 -2.687695
C -1.565941 2.760395 -2.349179
C -3.938814 -2.564069 -0.588170
C -3.685827 -2.664732 0.906493
C -4.679951 -3.590995 -1.173722
H -6.260714 -4.413747 -4.066123
H -6.504312 -5.133524 -2.466367
H -5.077688 -5.549340 -3.415064
H -4.895860 -2.423254 -4.316641
H -4.357375 -0.207389 -4.400842
H -2.615498 -0.376713 -4.151306
H -3.553919 0.668262 -3.093819
H -1.076447 5.693477 0.403822
H -3.163000 7.066156 0.225905
H -5.362886 6.000446 0.636005
H -5.473658 3.614508 1.279577
H -3.389083 2.282944 1.455186
H -1.172265 -2.457611 -1.372805
H 0.536698 -2.234366 -1.030626
H 0.024623 -2.969437 -2.570646
H 1.148106 -1.573449 -3.939159
H 2.269272 -0.244627 -5.590231
H 2.171171 1.518813 -5.507043
H 0.956173 0.610977 -6.409866
H 0.109293 2.539830 -4.312986
H -1.940590 3.228549 -3.261922
H -0.902657 3.472352 -1.852402
H -2.411782 2.580850 -1.693791
H -3.631548 -1.689810 1.388662
H -2.731740 -3.149794 1.116233
H -4.481853 -3.240398 1.386854
H -5.021817 -4.414547 -0.547966

Atoms 1-6, force components in eV/Å:
0.023 0.506 -0.035
0.834 -0.444 -0.481
-0.583 1.223 1.549
-0.346 -0.407 -0.857
1.716 -1.077 -0.377
0.019 0.421 -0.061

- Expectation value of S²: 0.759
- LUMO level (alpha / beta): 3.76 / 3.14 eV
- E_HOMO (alpha / beta): -2.838 / -2.993 eV
- Total charge: -2
- Spin multiplicity: 2
- Gap between HOMO and LUMO (alpha / beta): 6.6 / 6.1 eV

Atom charges from the Mulliken analysis, given in e for atoms 1 to 99: 2.435 -0.573 0.679 -0.615 -0.132 0.000 -0.755 -0.176 0.228 -0.522 -0.300 -0.617 0.542 -0.002 -0.167 -0.785 -0.625 0.397 0.370 0.467 -1.569 1.052 -0.824 1.026 -0.250 -0.281 -0.437 0.047 -1.189 0.435 0.408 0.124 0.298 0.290 0.369 0.159 0.351 -0.933 0.680 -1.041 -1.185 -0.963 0.517 0.278 0.022 0.411 0.157 0.278 0.358 0.282 0.258 -1.628 0.838 -0.905 1.536 -1.647 -1.214 0.338 -0.158 -0.079 -0.816 0.160 -0.469 -0.644 -0.307 -0.929 0.171 0.799 0.853 -1.385 -1.013 0.799 -1.839 -0.775 1.705 -2.713 1.943 -1.740 -0.888 0.369 0.371 0.274 0.314 0.538 0.212 0.095 0.420 0.376 0.353 0.398 0.655 -0.159 -0.046 0.624 0.248 0.365 0.396 0.360 0.282



Record 4
The following is a DFT calculation (wB97M-V/def2-TZVPD) of 10 unconnected molecules or ions with the total composition C20H60O19.

Element x y z (Å)
C -3.498713 -4.504911 -1.214639
C -4.408873 -5.480691 -0.462209
O -3.864933 -6.827601 -0.505749
O -2.158693 -4.573561 -0.759149
H -3.679803 -3.442361 -1.052499
H -3.522303 -4.690361 -2.288489
H -5.385563 -5.497381 -0.945839
H -4.647833 -5.212921 0.567011
H -4.570513 -7.422241 -0.240869
H -1.768933 -3.701971 -0.859229
C 4.667187 2.969679 -2.359659
C 4.212727 4.071399 -3.319729
O 3.076537 4.849789 -2.860389
O 3.687447 1.953109 -2.256939
H 4.833447 3.383639 -1.365119
H 5.628937 2.546109 -2.649029
H 4.016867 3.648759 -4.305179
H 5.076037 4.705889 -3.520279
H 2.866847 5.398419 -3.619759
H 2.869157 2.420459 -2.073649
C 0.193397 -0.312141 -0.637369
C -0.656083 -1.591481 -0.352249
O -0.945473 -2.302141 -1.560289
O -0.324713 0.518889 -1.623689
H 1.176807 -0.649821 -0.964439
H 0.317397 0.239379 0.294591
H -1.610423 -1.277231 0.070331
H -0.286743 -2.204611 0.469791
H -1.604823 -1.771731 -2.013629
H 0.328987 1.206159 -1.771819
C -3.443573 0.144159 -3.140649
C -2.748653 -0.185211 -4.472729
O -1.355683 -0.016471 -4.342679
O -3.159453 -0.830911 -2.138429
H -4.531073 0.149629 -3.214219
H -3.073263 1.114729 -2.810529
H -3.174563 0.473209 -5.229829
H -3.011523 -1.209361 -4.737519
H -1.011753 -0.437621 -3.551509
H -3.845093 -0.811461 -1.466779
C 2.033557 1.759859 4.965321
C 2.671437 2.006199 3.606541
O 1.702647 1.637969 2.593091
O 1.492087 0.479899 5.181801
H 1.222057 2.463239 5.151931
H 2.778847 2.003239 5.722561
H 3.538087 1.352119 3.510581
H 3.038797 3.029309 3.526681
H 1.746707 0.685429 2.482081
H 2.032607 -0.241151 4.850861
C 1.953237 4.108539 0.330041
C 0.635877 3.475199 -0.121309
O 0.634297 3.113259 -1.475549
O 2.282747 5.293279 -0.390879
H 2.718147 3.348449 0.171081
H 1.905307 4.405259 1.377791
H -0.127653 4.248229 -0.034409
H 0.231987 2.735229 0.569641
H 0.405077 3.939589 -1.907109
H 2.520867 5.082829 -1.296749
C 1.494357 -5.133621 -1.100529
C 0.830927 -5.464941 -2.405049
O 0.322167 -6.755481 -2.385539
O 0.566627 -5.252701 0.001871
H 1.657557 -4.056801 -1.144419
H 2.429787 -5.667891 -0.934319
H 1.559017 -5.430031 -3.215459
H 0.101817 -4.687411 -2.632969
H 0.803547 -7.188491 -3.094329
H 1.032527 -5.110111 0.829041
C -2.782283 1.131949 3.600921
C -1.208163 1.201829 3.671151
O -0.894243 2.294599 2.837401
O -3.251963 0.673509 2.315001
H -3.215883 2.127989 3.690251
H -3.251443 0.421169 4.281201
H -0.760123 0.292559 3.270421
H -0.784413 1.375439 4.660291
H -0.007113 2.127569 2.510741
H -2.875503 1.134719 1.561901
C 2.634797 -1.294561 1.454311
C 3.717557 -1.545201 2.537861
O 3.466607 -2.731271 3.250281
O 1.457497 -1.048521 2.199241
H 2.473847 -2.118091 0.758611
H 2.880657 -0.394761 0.890391
H 3.880427 -0.780821 3.297661
H 4.631057 -1.654141 1.953271
H 3.669687 -2.523361 4.165231
H 1.175097 -1.799641 2.726181
C -3.311193 3.900589 0.743931
C -3.224813 2.819769 -0.349579
O -2.379383 1.752709 -0.044239
H -3.873233 3.631679 1.638311
H -3.850453 4.779969 0.391821
H -2.259803 4.107209 0.943911
H -2.925343 3.305609 -1.278209
H -4.196693 2.326389 -0.360659
H -1.812973 1.467419 -0.764919

Atoms 1-6, force components in eV/Å:
1.125 0.297 0.631
-0.140 -0.574 -0.314
-0.051 1.005 -0.140
-0.156 -1.359 0.466
-1.540 -0.023 -0.076
-0.249 -0.271 -0.169

- LUMO level: 0.12 eV
- E_HOMO: -8.879 eV
- Spin multiplicity: 1
- Gap between HOMO and LUMO: 9.0 eV
- SMILES: OCCO.OCCO.OCCO.OCCO.OCCO.OCCO.OCCO.OCCO.OCCO.CCO

Charges computed using Mulliken, reported in e: 0.063 -0.592 -0.489 -0.627 -0.034 0.201 0.354 0.321 0.275 0.284 -0.378 -0.480 -0.455 -0.545 0.231 0.392 0.344 0.381 0.250 0.286 0.067 -0.610 -0.265 -0.212 0.558 -0.154 0.081 0.459 0.198 -0.038 -0.222 -0.636 -0.570 -0.406 0.500 -0.029 0.452 0.275 0.354 0.161 -0.710 -0.391 0.571 -0.523 0.284 0.473 0.203 0.395 -0.401 0.255 -0.585 0.500 -0.549 -0.659 0.211 0.301 0.242 -0.179 0.325 0.436 -0.055 -0.336 -0.497 -0.462 0.011 0.441 0.452 -0.107 0.340 0.270 -0.647 0.348 -0.486 -0.549 0.228 0.368 -0.226 0.331 0.026 0.315 0.050 -0.503 -0.538 -0.563 0.115 0.208 0.225 0.372 0.341 0.303 -1.009 -0.441 0.232 0.251 0.389 0.137 0.456 0.352 -0.085



no.,F_max (eV/Å)
1,0.6
2,7.2
3,2.1
4,2.5